(1)
17
Properties=species:S:1:pos:R:3:forces:R:3 method="wB97M-V/def2-TZVPD" energy_ev=-13418.10167 smiles=c1ccc(-c2ncco2)nc1 de_lowest_kj_mol=309.20 homo_lumo_gap_ev=10.236
C 1.380856 2.655185 0.331136 2.0558 3.1563 3.1624
C 1.136165 2.096968 -0.882308 2.3426 1.7431 -1.0477
C 0.535289 0.922125 -0.976961 -2.7525 -4.4347 -3.5902
C 0.078143 0.212060 0.160375 -0.7602 1.7699 -0.3147
C -0.725567 -1.058362 0.071057 5.1416 0.2088 0.1326
N -1.933855 -1.287583 0.101694 -2.9570 0.7700 -0.2767
C -2.094132 -2.635891 -0.073702 -3.8587 -1.6561 -0.7298
C -0.880569 -3.184204 -0.157578 -0.1621 2.4040 0.2717
O 0.095658 -2.223745 -0.060938 -2.2435 1.0507 0.0357
N 0.200667 0.798312 1.354774 0.9268 0.0342 -0.0297
C 0.902179 1.964183 1.466271 -0.5716 -0.8915 -1.4012
H 2.086204 3.738653 0.463576 -2.3894 -3.5680 -0.4175
H 1.660333 2.460717 -1.762736 -0.5623 0.4668 0.0019
H 0.304054 0.543307 -2.147917 0.7362 0.5850 3.5818
H -3.245100 -3.105401 -0.251680 3.8148 1.2640 0.8070
H -0.556096 -4.126087 -0.130274 1.1330 -3.5171 -0.2934
H 1.055772 2.229765 2.495212 0.1065 0.6146 0.1078

(2)
65
Properties=species:S:1:pos:R:3:forces:R:3 method="wB97M-V/def2-TZVPD" energy_ev=-70389.63904 de_lowest_kj_mol=75.38 homo_lumo_gap_ev="4.623 / 4.561" charge=-1
Ti -0.024162 0.483175 0.170710 0.9388 -0.9485 0.0589
C -1.613432 0.299133 3.049319 -0.0239 -0.0214 -0.0312
O -0.767232 -0.330928 2.088762 -0.1308 -0.0072 -0.0343
C -0.603243 -1.712449 2.186004 0.1074 0.0507 -0.0475
C -1.300561 -2.514146 3.062316 -0.0190 -0.0900 0.0348
C -1.045172 -3.887500 3.076200 -0.0561 0.1491 0.0429
C -0.092502 -4.417543 2.222894 0.1203 0.0310 -0.1052
C 0.614845 -3.601847 1.347836 -0.0422 -0.0013 0.0798
C 0.361100 -2.228752 1.304229 -0.3936 -0.3500 0.2012
N 0.978412 -1.315594 0.491856 -0.4671 1.1819 -0.6112
N 2.075731 -1.781540 -0.115579 0.1312 0.0780 -0.0984
C 2.881040 -0.841925 -0.672483 -0.2489 -0.1963 0.3854
C 2.816267 0.540842 -0.408883 0.3529 -0.0008 -0.4138
O 1.809124 1.108598 0.251671 -0.9146 0.0794 0.2167
C 3.856867 1.382095 -0.860818 -0.0090 -0.0714 -0.0939
C 4.880696 0.927044 -1.643902 0.0248 0.0201 -0.0208
C 4.927584 -0.440294 -2.021274 -0.0390 0.0376 0.0198
C 5.935411 -0.944654 -2.878892 -0.0365 -0.0648 0.0051
C 5.967207 -2.265507 -3.238294 -0.0508 0.0405 0.0502
C 4.979889 -3.145060 -2.745665 0.0510 0.0110 -0.0261
C 3.995032 -2.683557 -1.913147 -0.0197 0.0274 0.0377
C 3.937835 -1.324134 -1.526215 0.1648 0.0248 -0.1738
H -1.287703 0.033522 4.054277 0.0353 -0.0277 0.0475
H -2.650071 -0.007360 2.901523 -0.0258 -0.0175 -0.0199
H -1.501261 1.364604 2.891559 0.0136 0.0166 0.0079
H -2.041676 -2.098233 3.728405 -0.0314 0.0174 0.0194
H -1.594665 -4.526365 3.755751 0.0018 0.0152 -0.0012
H 0.105539 -5.483007 2.235706 0.0052 0.0162 -0.0111
H 1.368654 -3.997881 0.683316 -0.0112 0.0199 -0.0059
H 3.792230 2.426449 -0.577253 0.0144 -0.0297 -0.0057
H 5.652986 1.602780 -1.994685 0.0052 -0.0122 0.0128
H 6.687062 -0.256045 -3.250424 0.0042 0.0063 -0.0012
H 6.744225 -2.634243 -3.897471 0.0022 -0.0034 -0.0040
H 4.999096 -4.190273 -3.030722 0.0042 -0.0069 -0.0081
H 3.229308 -3.348308 -1.534725 0.0124 0.0309 -0.0089
C -3.210132 -2.625726 -0.844309 0.0342 0.0420 0.0511
C -2.821872 -3.006786 -2.123667 0.0883 0.0293 -0.0749
C -1.759828 -2.353146 -2.730049 -0.1292 -0.1026 0.0069
C -1.096527 -1.334267 -2.048686 0.4140 0.2743 -0.1807
C -1.441264 -0.943131 -0.743959 0.2694 0.2399 0.0579
C -2.524484 -1.617423 -0.176557 -0.1084 -0.0467 0.0606
C -0.029378 -0.537138 -2.692124 -0.1119 -0.2581 -0.1138
C 0.582838 -0.884715 -3.927262 -0.0474 -0.1092 0.0267
C 1.515927 -0.067632 -4.480841 -0.0051 -0.1896 -0.0439
C 1.795410 1.183848 -3.883753 -0.0151 0.1272 0.1105
C 2.657890 2.139693 -4.465563 -0.0475 -0.1382 -0.0067
C 2.816338 3.367691 -3.891181 -0.0387 0.1688 0.1510
C 2.116250 3.684614 -2.707115 0.1724 0.0863 -0.1796
C 1.309974 2.764482 -2.101500 -0.1723 -0.2540 -0.0258
C 1.144780 1.478453 -2.669646 0.0139 0.2532 -0.0325
N 0.329392 0.564290 -2.049088 -0.0144 -0.0345 0.5556
H -4.047930 -3.122103 -0.365085 0.0114 0.0171 -0.0029
H -3.346045 -3.797856 -2.646472 -0.0008 0.0065 0.0049
H -1.471566 -2.633740 -3.738574 -0.0164 0.0239 0.0721
H -2.857440 -1.358544 0.825516 -0.0094 -0.0087 -0.0393
H 0.333484 -1.829836 -4.392106 0.0279 0.0680 0.0357
H 2.030717 -0.347308 -5.393429 -0.0110 -0.0029 0.0150
H 3.177647 1.883638 -5.382512 -0.0159 -0.0113 0.0217
H 3.473300 4.100141 -4.344590 -0.0163 -0.0002 0.0215
H 2.230052 4.666132 -2.262635 0.0073 -0.0053 -0.0194
H 0.795360 2.998301 -1.180511 0.0087 0.0046 -0.0413
O -0.307662 2.679259 1.587116 -0.0622 -0.0124 -0.1200
C -1.184745 2.874591 0.727885 0.3511 -0.0468 0.1618
O -1.564794 1.987701 -0.094596 0.1230 -0.1188 0.0662
H -1.635793 3.877720 0.650255 -0.1695 -0.0066 -0.0365

(3)
86
Properties=species:S:1:pos:R:3:forces:R:3 method="wB97M-V/def2-TZVPD" energy_ev=-128029.21195 de_lowest_kj_mol=65.50 homo_lumo_gap_ev=7.237
Sc 0.462451 0.065111 0.057664 0.1829 0.4444 -0.2396
C -0.832347 3.091167 1.438844 0.0571 -0.0253 -0.0318
N -0.517914 1.669016 1.679868 -0.0172 0.0274 0.1386
C -1.789587 0.970353 1.902059 0.0053 -0.0861 -0.0287
C -1.631091 -0.492596 2.240897 -0.0888 0.2610 -0.0585
N -0.787545 -1.250696 1.304948 -0.0342 -0.0108 0.0198
C -0.933008 -2.608904 1.515346 0.0367 -0.1122 -0.0675
C -1.605376 -3.209596 2.611113 -0.0585 -0.0562 0.1311
F -2.049081 -2.496210 3.676550 0.0057 -0.3717 0.0964
C -1.836822 -4.570637 2.739298 -0.0386 -0.0218 0.0849
F -2.503163 -5.014028 3.813593 0.0347 0.0213 -0.0535
C -1.382930 -5.472504 1.804534 -0.0343 -0.0167 0.0233
F -1.615997 -6.784529 1.921495 0.0143 0.0512 0.0015
C -0.671195 -4.955602 0.744060 0.0694 -0.0005 -0.0749
F -0.197552 -5.773932 -0.203626 -0.0247 0.0332 0.0650
C -0.449983 -3.597628 0.625625 0.0361 0.0406 -0.1385
F 0.268851 -3.253562 -0.456697 0.0602 0.0449 0.1282
C 0.398579 1.622661 2.843762 -0.0122 -0.0148 -0.0811
C 1.806596 1.673889 2.292655 -0.0640 0.0018 0.0470
N 1.994372 0.456557 1.514783 0.1190 -0.0822 0.1557
C 2.906277 -0.471566 1.909755 -0.0497 -0.0511 0.0436
C 3.010184 -1.621740 1.112708 0.0066 0.0224 -0.0054
F 2.149418 -1.682834 0.064039 -0.2875 -0.1685 -0.0228
C 3.865199 -2.675682 1.313704 -0.0369 -0.0803 -0.1107
F 3.858716 -3.720871 0.482505 -0.0066 0.0715 0.0341
C 4.731646 -2.643720 2.391405 0.0895 -0.0443 0.0599
F 5.591105 -3.645801 2.618057 -0.0463 0.0470 -0.0095
C 4.678813 -1.546165 3.224392 0.0636 -0.0132 0.0803
F 5.497551 -1.486791 4.281107 -0.0557 0.0050 -0.0628
C 3.796601 -0.499622 3.002276 0.0075 0.0573 0.0044
F 3.845425 0.499133 3.916571 0.0179 -0.0290 -0.0280
H -1.230142 3.535528 2.357759 0.0044 -0.0052 0.0248
H 0.059072 3.635737 1.133010 -0.0099 0.0045 -0.0113
H -1.581801 3.188437 0.660626 0.0006 0.0014 -0.0205
H -2.352869 1.448487 2.715619 -0.0249 0.0109 0.0136
H -2.377047 1.083121 0.990678 -0.0494 0.0065 -0.0651
H -1.270004 -0.583910 3.266622 -0.0018 0.1154 -0.0714
H -2.654207 -0.890620 2.238539 0.0597 0.0686 -0.0120
H 0.171966 2.441193 3.535284 0.0041 0.0188 0.0104
H 0.278987 0.680832 3.374957 -0.0019 -0.0043 0.0034
H 1.905253 2.545759 1.633690 -0.0031 0.0285 -0.0009
H 2.527797 1.804678 3.091396 -0.0191 -0.0015 0.0312
C -2.633434 0.705323 -3.473992 -0.0361 0.0542 -0.0156
N -1.294165 1.136524 -3.827967 -0.0008 0.1002 -0.0494
C -0.774318 1.125700 -5.107386 -0.0313 -0.0453 0.0398
C 0.395948 1.798634 -5.052519 0.0296 0.0148 0.0647
N 0.587494 2.236565 -3.760672 -0.1242 -0.0239 0.0009
B 1.618993 3.373754 -3.455609 0.0377 0.0331 -0.0226
N 2.412044 3.232585 -2.114259 0.1168 0.0736 -0.0472
C 2.936523 4.365121 -1.527524 -0.1040 -0.0389 -0.0113
C 3.782953 3.985700 -0.547755 -0.0383 -0.0560 0.0772
N 3.768526 2.605569 -0.529732 0.0376 0.0372 -0.0555
C 4.579758 1.783557 0.347351 0.0806 0.0620 0.0259
C 2.926658 2.160824 -1.499946 -0.0924 0.0658 0.1759
S 2.585650 0.511928 -1.805750 -0.0718 -0.1557 0.0139
C -0.445211 1.814640 -3.018379 0.1054 -0.0821 -0.0512
S -0.675032 2.092025 -1.338246 0.0191 -0.0331 0.0072
H -2.841936 -0.262629 -3.923331 0.0093 0.0269 -0.0053
H -3.363991 1.438704 -3.817503 0.0087 0.0013 -0.0005
H -2.698525 0.624879 -2.394526 -0.0172 0.0030 0.0037
H -1.284761 0.646595 -5.924561 0.0093 0.0142 0.0201
H 1.114027 2.021687 -5.820971 -0.0226 -0.0037 0.0098
H 2.406964 3.372074 -4.372902 -0.0108 -0.0369 -0.0076
H 1.017792 4.419850 -3.382406 -0.0004 0.0059 0.0041
H 2.653281 5.344856 -1.868362 0.0185 -0.0187 0.0008
H 4.382341 4.557762 0.138516 -0.0037 -0.0143 -0.0235
H 5.543445 2.270078 0.488149 0.0183 -0.0084 -0.0396
H 4.719946 0.810623 -0.115720 -0.0208 -0.0213 -0.0003
H 4.097265 1.646614 1.312354 0.1090 0.0919 -0.0931
N -7.096854 0.784588 0.785771 -0.0279 0.0086 0.0179
C -6.056401 -0.057869 0.631366 0.0355 -0.0525 0.0494
N -6.125531 -1.216981 1.318114 -0.0189 -0.0077 0.0151
S -4.759919 0.315190 -0.347984 0.0885 0.0024 -0.0997
H -7.943878 0.509306 1.251637 -0.0003 0.0003 -0.0018
H -7.098134 1.622692 0.233310 -0.0032 -0.0078 -0.0022
H -6.804364 -1.363689 2.045303 0.0013 -0.0045 0.0011
H -5.320503 -1.817154 1.289763 -0.0058 0.0031 0.0047
N -0.532718 -2.399100 -3.495513 0.0091 -0.0092 -0.0569
C -1.710669 -2.543039 -2.796201 -0.0076 0.0013 0.0313
C -1.600319 -1.717347 -1.725988 0.0438 0.0096 -0.0526
N -0.374199 -1.079539 -1.760314 -0.0209 -0.2033 -0.0327
C 0.237512 -1.513340 -2.841078 -0.0232 0.0457 0.0518
H -0.272765 -2.877412 -4.340237 -0.0101 -0.0014 0.0122
H -2.496253 -3.203171 -3.117992 0.0075 0.0097 0.0125
H -2.307833 -1.529212 -0.935679 -0.0087 -0.0166 0.0113
H 1.209387 -1.195344 -3.182142 0.0056 -0.0109 0.0147

(4)
12
Properties=species:S:1:pos:R:3:forces:R:3 method="wB97M-V/def2-TZVPD" energy_ev=-21748.95787 smiles="CON(Cl)C(N)=O" de_lowest_kj_mol=117.31 homo_lumo_gap_ev=9.436
C -0.088601 -1.252115 1.665063 0.5578 -1.4769 1.0225
O 0.701645 -0.129890 1.335314 1.1906 0.6554 -0.8087
N 0.312498 0.843772 0.413633 0.2907 -1.0518 -2.5123
Cl -1.261589 1.389831 0.805879 -1.1096 0.5782 0.2918
C 0.056091 0.247931 -1.271619 -0.3406 -2.0428 4.6036
N 0.137402 1.246712 -2.088743 0.8494 1.2796 -3.3955
O -0.245631 -0.892194 -1.411269 0.3856 0.2145 -0.3412
H 0.507597 -1.724731 2.544094 -1.0726 0.9296 -1.3420
H -0.068626 -2.050921 0.854253 -0.7183 1.2595 0.9059
H -1.051966 -0.859920 2.073005 0.3914 -0.9728 -0.6751
H 0.591026 2.075350 -1.841874 0.4684 1.3538 1.4293
H 0.410155 1.106176 -3.077736 -0.8927 -0.7263 0.8218